Entry 1:
159
Properties=species:S:1:pos:R:3:forces:R:3:mulliken_charge:R:1 method="wB97M-V/def2-TZVPD" e_homo_ev=-1.48 total_charge=-2
Ba -0.346 -0.408 -0.325 0.5806 2.0674 0.6959 2.69
C 1.138 -6.015 2.671 0.0099 0.0580 0.0635 -0.87
C 1.219 -6.118 1.147 -0.0156 -0.0233 -0.0410 -1.12
C 1.386 -4.792 0.473 -0.0309 0.0533 0.1335 0.24
C 2.521 -4.257 -0.056 0.0640 0.0050 -0.0394 0.58
C 3.876 -4.891 -0.147 0.0088 0.0018 -0.0216 -1.30
C 4.884 -4.368 0.879 -0.0049 0.0386 0.0374 -0.30
C 2.145 -2.961 -0.615 0.0168 0.0846 -0.1068 -0.14
N 0.827 -2.736 -0.406 0.1870 -0.7143 -0.2134 -0.18
C 0.323 -3.818 0.228 -0.0750 0.0457 -0.1562 0.07
C -1.039 -4.034 0.506 -0.0032 0.0787 -0.0324 -0.68
C -2.143 -3.307 0.050 0.1244 -0.0515 -0.0541 -0.05
C -3.540 -3.614 0.361 0.0502 -0.0052 0.0296 1.20
C -4.010 -4.706 1.269 -0.0140 0.0052 0.0368 -1.35
C -4.038 -6.075 0.583 0.0125 -0.0175 -0.0289 -1.21
C -4.287 -2.711 -0.321 -0.0131 0.1187 0.0339 0.54
C -3.345 -1.863 -1.056 0.0638 0.0367 -0.1271 0.52
C -3.691 -0.870 -1.984 0.0886 -0.0430 0.0143 -0.91
C -2.829 -0.092 -2.774 -0.0067 -0.1677 0.0039 0.20
N -1.485 -0.063 -2.651 -0.1851 -0.0998 -0.5522 -0.77
C -1.003 0.763 -3.609 0.1342 -0.0059 0.0012 0.29
C 0.353 1.009 -3.861 -0.0235 -0.0732 0.0655 -0.91
C 1.484 0.415 -3.268 -0.1187 -0.0375 -0.0315 0.24
N 1.450 -0.464 -2.242 0.3007 -0.2684 -0.5439 -0.21
C 2.690 -0.992 -2.110 -0.0587 -0.0354 0.0058 -0.12
C 3.007 -2.119 -1.335 -0.1145 -0.0147 0.0016 -0.18
C 3.602 -0.342 -3.047 0.0553 -0.0680 0.1218 0.32
C 2.850 0.534 -3.767 -0.0559 0.1143 -0.0366 0.43
C 3.290 1.394 -4.912 -0.0032 0.0390 0.0042 -1.12
C 3.074 0.722 -6.271 -0.0119 -0.0489 -0.0106 -1.15
C 5.074 -0.593 -3.150 0.0192 -0.0338 -0.0114 -1.12
C 5.864 0.081 -2.023 -0.0326 0.0146 0.0465 -0.87
C -2.113 1.319 -4.385 0.1416 0.0303 0.0149 0.89
C -3.248 0.789 -3.864 -0.0809 -0.0273 0.0871 0.50
C -4.663 1.033 -4.286 -0.0040 0.0298 0.0043 -1.08
C -5.213 -0.066 -5.199 0.0212 -0.0458 -0.0156 -1.43
C -1.984 2.336 -5.476 -0.0007 -0.0026 -0.0440 -1.10
C -1.724 3.745 -4.935 0.0082 0.0091 0.0674 -1.05
N -2.078 -2.241 -0.779 -0.3513 -0.6189 -0.3091 -0.91
C -5.767 -2.502 -0.251 -0.0459 -0.0344 -0.0431 -1.30
C -6.135 -1.413 0.763 0.0591 0.0341 0.0250 -1.03
H 0.964 -6.991 3.131 0.0199 0.0005 -0.0159 0.49
H 0.327 -5.350 2.969 -0.0207 0.0211 0.0118 0.20
H 2.061 -5.599 3.082 -0.0015 0.0133 -0.0042 0.06
H 0.315 -6.610 0.773 -0.0113 0.0266 -0.0075 0.31
H 2.054 -6.769 0.871 -0.0052 -0.0263 0.0189 0.45
H 4.278 -4.736 -1.153 0.0189 0.0090 0.0033 0.39
H 3.775 -5.973 -0.027 0.0101 -0.0130 0.0122 0.45
H 5.054 -3.299 0.737 -0.0222 -0.0393 -0.0295 -0.17
H 5.845 -4.882 0.796 -0.0058 -0.0216 -0.0071 0.52
H 4.504 -4.506 1.896 0.0021 0.0081 -0.0295 -0.01
H -1.268 -4.906 1.110 0.0054 0.0093 -0.0019 0.40
H -5.007 -4.460 1.642 -0.0141 -0.0083 -0.0149 0.46
H -3.371 -4.734 2.155 0.0173 -0.0142 -0.0160 0.21
H -4.716 -6.064 -0.274 -0.0002 0.0104 0.0106 0.30
H -4.365 -6.862 1.268 0.0013 0.0148 0.0101 0.38
H -3.048 -6.341 0.206 -0.0080 0.0119 0.0111 0.26
H -4.753 -0.717 -2.144 0.0023 0.0026 -0.0007 0.26
H 0.558 1.694 -4.678 0.0052 0.0017 0.0126 0.21
H 4.042 -2.447 -1.387 -0.0044 0.0091 -0.0091 0.09
H 4.348 1.648 -4.795 0.0115 -0.0162 -0.0114 0.52
H 2.750 2.344 -4.887 -0.0160 -0.0069 -0.0043 0.40
H 3.637 -0.212 -6.328 -0.0019 0.0149 0.0019 0.30
H 3.387 1.365 -7.099 0.0049 0.0148 0.0175 0.37
H 2.020 0.473 -6.410 0.0114 0.0062 0.0122 0.26
H 5.442 -0.240 -4.118 0.0123 0.0225 0.0030 0.40
H 5.269 -1.670 -3.129 -0.0068 -0.0053 0.0057 0.38
H 5.726 1.164 -2.051 -0.0034 -0.0110 -0.0112 0.29
H 6.935 -0.133 -2.090 -0.0029 -0.0068 -0.0219 0.44
H 5.508 -0.264 -1.049 -0.0016 -0.0057 -0.0143 -0.02
H -4.730 1.999 -4.794 0.0015 0.0004 -0.0200 0.58
H -5.295 1.121 -3.397 -0.0009 -0.0211 0.0070 0.44
H -4.640 -0.113 -6.128 -0.0033 0.0069 0.0117 0.32
H -6.263 0.104 -5.450 0.0033 0.0193 0.0000 0.40
H -5.130 -1.042 -4.718 0.0004 0.0221 0.0150 0.25
H -2.896 2.340 -6.080 -0.0066 0.0054 -0.0007 0.45
H -1.175 2.048 -6.155 0.0116 0.0109 0.0038 0.42
H -2.528 4.056 -4.265 -0.0024 -0.0094 -0.0197 0.17
H -1.637 4.476 -5.744 -0.0016 -0.0169 -0.0075 0.43
H -0.807 3.772 -4.343 -0.0095 -0.0203 -0.0158 0.25
H -6.258 -3.441 0.020 -0.0070 0.0000 0.0211 0.47
H -6.154 -2.230 -1.238 0.0002 0.0027 -0.0040 0.41
H -5.754 -1.669 1.754 -0.0124 -0.0150 -0.0192 0.22
H -7.217 -1.270 0.823 0.0015 -0.0144 0.0006 0.41
H -5.676 -0.462 0.487 -0.0024 -0.0186 -0.0152 0.22
C 2.552 5.540 5.294 0.0042 0.0065 0.0433 -1.53
C 2.417 6.208 3.955 0.0075 0.0046 -0.0193 0.94
C 2.994 7.445 3.705 -0.0102 0.0036 0.0286 -0.73
C 2.876 8.074 2.472 -0.0441 -0.0786 0.0084 -0.69
C 2.173 7.433 1.462 -0.0055 -0.0130 0.0147 -0.97
C 1.595 6.190 1.676 0.0159 0.0721 0.0116 -0.31
C 1.700 5.573 2.925 0.1022 -0.1154 -0.0539 0.40
N 1.138 4.328 3.196 -0.1199 0.1176 0.1185 -0.02
C 0.376 3.555 2.272 0.0155 -0.2234 -0.1751 0.05
N -0.707 4.239 1.843 -0.1625 -0.1750 -0.1704 0.11
C -1.603 4.040 0.718 0.2966 0.1332 0.3481 -0.27
C -1.547 2.884 -0.064 -0.1055 0.1097 -0.2689 -0.34
C -2.481 2.951 -1.123 -0.0136 -0.1425 -0.0275 -1.02
C -3.380 3.988 -1.356 0.0794 0.0496 0.1103 -1.11
C -3.377 5.092 -0.512 0.0254 -0.0437 -0.0010 -1.21
C -2.473 5.138 0.541 -0.0427 -0.0477 -0.0615 1.54
C -2.461 6.342 1.453 -0.0154 0.0394 0.0183 -1.37
N 0.695 2.348 1.990 0.1206 0.2681 0.0265 0.27
C 1.863 1.834 2.574 -0.2857 -0.1414 0.2675 -0.33
C 3.007 1.798 1.881 0.1558 -0.0450 -0.0224 -2.47
C 4.310 1.203 2.324 -0.0494 -0.1020 0.0522 0.26
C 4.023 0.425 4.319 -0.0613 0.1049 -0.0492 0.35
C 2.582 0.647 4.672 0.0997 -0.1176 0.0654 -1.94
C 1.638 1.238 3.935 0.0020 0.0686 -0.2550 2.68
C 0.218 1.260 4.440 -0.0304 0.0489 0.0039 -2.27
H 3.047 6.200 6.007 -0.0084 -0.0035 -0.0070 0.42
H 3.142 4.617 5.239 0.0048 0.0093 -0.0357 0.18
H 1.576 5.259 5.699 -0.0063 0.0268 -0.0097 0.33
H 3.545 7.927 4.508 0.0010 0.0097 -0.0168 0.36
H 3.328 9.043 2.304 0.0027 0.0001 -0.0021 0.38
H 2.077 7.893 0.486 0.0028 0.0026 0.0079 0.40
H 1.064 5.689 0.877 0.0184 0.0130 -0.0046 0.68
H 1.657 3.760 3.847 0.0677 0.0039 -0.0055 0.24
H -0.831 5.097 2.350 -0.0195 -0.0040 -0.0322 0.21
H -2.528 2.122 -1.821 0.0051 0.0287 0.0373 1.50
H -4.081 3.939 -2.187 0.0047 -0.0142 -0.0043 0.38
H -4.064 5.920 -0.663 -0.0044 -0.0008 -0.0038 0.21
H -3.219 7.061 1.138 0.0077 -0.0067 -0.0116 0.37
H -1.497 6.865 1.452 -0.0166 -0.0046 -0.0177 0.21
H -2.682 6.078 2.495 -0.0092 -0.0053 -0.0165 0.34
H 2.970 2.189 0.871 0.0321 0.0042 0.0065 0.39
H 5.070 1.317 1.553 0.0006 -0.0018 -0.0205 0.57
H 4.549 -0.063 5.139 0.0167 0.0089 0.0143 0.63
H 2.266 0.217 5.618 0.0381 -0.0203 0.0033 0.19
H 0.151 0.756 5.404 0.0034 0.0018 -0.0016 0.54
H -0.447 0.764 3.731 0.0156 -0.0731 -0.0552 0.21
H -0.168 2.278 4.549 0.0360 -0.0022 0.0152 0.32
S -3.063 -2.080 3.959 0.3349 0.1836 -0.4245 -0.51
C -2.205 -1.334 2.731 -0.2720 -0.1714 0.5413 0.31
N -1.587 -0.797 1.899 -0.6379 -0.3096 1.2287 -1.42
O 1.792 -0.859 1.727 0.5709 0.1185 0.0318 0.08
S 3.067 -1.462 2.203 -0.7054 -0.1683 -0.3288 0.95
C 2.583 -2.296 3.724 -0.0821 0.0578 0.0545 1.48
C 1.215 -2.345 3.967 0.1570 -0.0839 0.0866 0.17
C 0.753 -2.953 5.128 -0.0188 -0.0420 -0.0159 -0.86
C 1.654 -3.518 6.021 0.0488 -0.0155 -0.0348 -0.61
C 3.020 -3.488 5.753 -0.0275 -0.0023 -0.0178 -0.68
C 3.493 -2.882 4.596 -0.0175 0.0140 0.0353 -1.03
C 4.247 -0.251 2.935 0.1364 0.0909 0.0147 1.33
C 5.582 -0.952 2.828 -0.3015 -0.0282 -0.0930 -1.22
C 6.775 -0.501 3.205 0.2907 0.4852 0.2263 -0.82
C 7.075 0.812 3.817 0.0449 -0.5754 -0.2289 -0.88
C 6.184 1.773 4.037 -0.2397 0.2331 0.0719 -1.08
C 4.718 1.700 3.744 0.0192 -0.0950 0.0234 0.98
H 0.526 -1.905 3.258 -0.0557 0.0713 -0.0536 -0.07
H -0.316 -2.978 5.311 0.0215 0.0104 -0.0152 0.39
H 1.292 -3.996 6.923 0.0114 0.0113 0.0087 0.38
H 3.721 -3.938 6.446 -0.0069 -0.0062 -0.0011 0.35
H 4.559 -2.853 4.393 -0.0649 0.0053 0.0132 0.39
H 5.564 -1.930 2.352 -0.0438 0.0399 0.0252 0.02
H 7.625 -1.149 3.021 0.0176 0.0154 0.0400 0.43
H 8.107 0.989 4.095 0.0111 -0.0153 -0.0271 0.34
H 6.540 2.691 4.495 -0.0374 0.0117 -0.0189 0.40
H 4.220 2.631 4.012 0.0105 0.0085 0.0409 -0.16

Entry 2:
20
Properties=species:S:1:pos:R:3:forces:R:3:mulliken_spin:R:1 method="wB97M-V/def2-TZVPD" e_homo_ev="-24.00 / -23.76" spin_multiplicity=11 total_charge=+4
Tb -0.039 0.272 -4.911 2.8830 -2.5447 -1.2530 8.03
Rh -0.191 0.176 -1.204 1.6840 2.7375 -0.7626 0.63
Cl -1.237 2.368 -4.879 -1.8532 3.1734 0.2801 0.96
Cl 1.741 0.407 -3.164 -1.3351 -0.1778 -0.6047 0.00
C -1.144 -1.256 -0.670 -1.5981 -7.6111 4.1097 -0.14
C 0.113 1.171 -7.519 -2.1707 4.1854 -4.7063 -0.05
C 0.501 -0.733 -7.190 1.5246 -7.9209 -3.7300 0.08
O -1.415 -2.299 -0.201 0.7999 5.5493 -2.6861 0.02
O -0.237 1.516 -8.568 1.6967 -1.6380 4.4095 0.00
O 0.708 -1.513 -8.047 -1.0960 4.9200 4.4499 0.01
N 0.650 1.857 3.601 -0.9903 -0.3027 -0.1483 0.00
C 1.082 1.139 2.362 -0.2862 0.4873 0.1434 0.01
C 0.418 1.938 1.216 -1.2562 2.4203 3.6065 -0.06
O -0.235 2.956 1.539 1.4697 -2.3136 -1.9001 0.17
O 0.637 1.553 0.012 -0.6748 -1.1147 -1.7676 0.35
H 0.139 2.696 3.182 0.3665 -0.2815 0.9661 0.00
H 1.428 2.133 4.204 -0.0311 0.1015 0.0590 0.00
H -0.029 1.299 4.159 0.5184 0.4782 -0.1880 0.00
H 2.159 1.209 2.299 0.3042 -0.1294 -0.2731 0.00
H 0.776 0.096 2.386 0.0447 -0.0183 -0.0043 0.00

Entry 3:
12
Properties=species:S:1:pos:R:3:forces:R:3:mulliken_spin:R:1 method="wB97M-V/def2-TZVPD" e_homo_ev="-18.92 / -19.39" spin_multiplicity=2 total_charge=+2
N 0.478 3.040 -1.497 -2.0193 2.5131 -2.1373 0.00
H 0.850 4.027 -1.782 -1.0499 -2.0166 0.3941 0.00
H 1.067 2.336 -1.821 2.0504 -1.4821 -0.6332 0.00
H 0.353 2.982 -0.525 0.1053 0.1363 1.9678 0.00
H -0.454 2.757 -1.917 0.9775 1.2342 0.2023 0.00
C 0.578 -1.609 1.841 1.3916 -2.6179 2.3202 -0.02
S 0.030 -0.201 1.018 -1.3276 -0.4113 -2.6179 0.66
S -0.713 -0.804 -1.001 1.2445 0.4788 2.5957 0.27
H 0.832 -1.298 2.951 -0.4102 -0.1464 -2.1156 0.00
H 1.571 -2.091 1.416 -2.0595 0.9130 0.5861 0.05
H -0.259 -2.407 1.997 1.3341 1.2899 -0.6848 0.04
H 0.152 -1.844 -1.157 -0.2368 0.1089 0.1224 0.00